[1]
ORCA calculation (ωB97M-V/def2-TZVPD) on 2 unconnected molecules or ions with the total composition C4H12N2O in a non-equilibrium geometry.

Atoms and positions in Å:
C1 -0.9871 0.6733 -2.4386
C2 -0.4971 1.0924 -1.0451
C3 -1.1283 0.3027 0.1273
N1 -0.5163 0.8932 1.2881
C4 0.1957 0.1420 2.0695
N2 0.7603 -1.0801 1.7576
H1 -0.6368 -0.3365 -2.7655
H2 -2.0109 0.3076 -2.4298
H3 -0.9543 1.3328 -3.1966
H4 0.5321 1.1641 -0.8886
H5 -0.6616 2.1012 -0.8240
H6 -0.8877 -0.7616 -0.0400
H7 -2.1623 0.5768 0.2943
H8 0.5041 0.5761 3.0489
H9 1.1308 -1.7008 2.4013
H10 0.6797 -1.4847 0.8513
O1 1.6303 -1.4166 -1.0592
H11 1.8361 -0.5436 -0.5326
H12 2.3809 -1.8533 -1.0440

Atoms 1-6, force components in eV/Å:
C -0.407 -4.019 2.473
C -2.130 -1.027 -0.667
C 1.765 0.910 -0.854
N 0.798 -1.531 2.645
C 0.021 1.259 -0.694
N -0.797 1.137 -0.701

Values from the calculation:
Strongest force on any atom: 8.04 eV/A
Charge: 0
HOMO-LUMO gap: 9.34 eV
Energy above the lowest of the compared OMol25 structures with the same formula, charge and spin: 2.509 eV
SMILES: CCC/N=C\N.O

---

[2]
ORCA calculation (ωB97M-V/def2-TZVPD) on a molecular structure, C36H41N3O5Pd.

Atoms and positions in Å:
Pd1 0.6110 0.4334 0.3590
O1 -1.1395 2.2219 -0.7710
C1 -0.7811 3.3420 -0.3903
C2 -0.5156 4.4071 -1.3403
C3 -0.3268 5.6828 -0.9318
C4 -0.3596 6.0136 0.4525
C5 -0.5345 5.0367 1.3979
C6 -0.6739 3.6834 1.0343
C7 -0.7254 2.7138 2.0698
N1 -0.4846 1.4361 1.9355
N2 -0.6566 0.6858 3.0429
C8 -0.3111 -0.5994 2.8832
O2 0.2190 -1.1065 1.8518
C9 -0.5900 -1.4886 4.0426
C10 -0.2369 -2.8317 3.9562
C11 -0.4953 -3.6887 5.0134
C12 -1.1089 -3.2096 6.1619
C13 -1.4640 -1.8700 6.2518
C14 -1.2067 -1.0098 5.1968
H1 -0.5071 4.1206 -2.3828
H2 -0.1523 6.4701 -1.6535
H3 -0.2206 7.0430 0.7540
H4 -0.5228 5.2890 2.4520
H5 -0.9328 3.0458 3.0868
H6 0.2383 -3.1875 3.0526
H7 -0.2187 -4.7323 4.9423
H8 -1.3112 -3.8796 6.9874
H9 -1.9430 -1.4958 7.1468
H10 -1.4778 0.0345 5.2524
C15 3.2453 3.3834 1.6178
C16 3.3753 2.0621 0.8746
C17 4.8043 1.5576 0.8598
O3 2.5460 1.0638 1.5240
C18 2.8288 2.2763 -0.5719
O4 3.6127 2.6362 -1.4343
O5 1.5766 2.0572 -0.7328
H11 3.5918 3.2749 2.6502
H12 2.2081 3.7184 1.6156
H13 3.8560 4.1435 1.1324
H14 5.1896 1.4844 1.8789
H15 5.4291 2.2328 0.2805
H16 4.8482 0.5715 0.3984
H17 2.4418 1.2897 2.4565
C19 -4.2454 -4.2059 -0.9830
C20 -3.6433 -2.8970 -0.5461
C21 -4.2945 -2.0932 0.3896
C22 -3.7450 -0.8822 0.8117
C23 -4.4341 -0.0235 1.8356
C24 -2.5336 -0.4914 0.2878
C25 -1.8218 -1.2783 -0.6529
C26 -2.4281 -2.4933 -1.0669
N3 -0.6116 -0.7955 -1.0080
C27 0.2240 -1.1135 -2.1683
C28 -0.1306 -2.3176 -3.0510
C29 0.8515 -2.4270 -4.2277
C30 0.7922 -1.1589 -5.0797
C31 1.1641 0.0412 -4.2106
C32 2.5796 -0.1350 -3.6562
C33 2.6462 -1.4211 -2.8280
C34 2.2712 -2.6223 -3.6950
C35 1.6628 -1.3187 -1.6563
C36 0.1761 0.1599 -3.0488
H18 -5.1876 -4.3970 -0.4715
H19 -3.5717 -5.0364 -0.7676
H20 -4.4392 -4.2101 -2.0566
H21 -5.2462 -2.4174 0.7953
H22 -5.4834 -0.2962 1.9422
H23 -4.3794 1.0294 1.5586
H24 -3.9541 -0.1315 2.8106
H25 -2.1147 0.4636 0.5617
H26 -1.9332 -3.1555 -1.7526
H27 -1.1443 -2.2098 -3.4438
H28 -0.0781 -3.2422 -2.4691
H29 0.5602 -3.2929 -4.8291
H30 -0.2131 -1.0305 -5.4925
H31 1.4817 -1.2459 -5.9246
H32 1.1160 0.9615 -4.7985
H33 2.8550 0.7301 -3.0466
H34 3.2976 -0.1941 -4.4800
H35 3.6538 -1.5483 -2.4239
H36 2.3317 -3.5458 -3.1107
H37 2.9740 -2.7191 -4.5272
H38 2.0020 -0.4641 -1.0454
H39 1.7002 -2.2057 -1.0174
H40 -0.8467 0.2841 -3.4174
H41 0.4144 1.0352 -2.4442

Atoms 1-6, force components in eV/Å:
Pd 0.419 -0.024 0.203
O -0.286 0.191 0.074
C -0.022 -0.088 -0.031
C 0.017 -0.003 -0.047
C -0.007 0.016 -0.010
C 0.003 -0.007 -0.027

Values from the calculation:
Strongest force on any atom: 0.60 eV/A
Charge: 0
<S²>: 6.15
HOMO-LUMO gap (alpha / beta): 7.80 / 6.19 eV
Energy above the lowest of the compared OMol25 structures with the same formula, charge and spin: 0.000 eV
2S+1: 5

---

[3]
ORCA calculation (ωB97M-V/def2-TZVPD) on a molecular structure, C10H9N3OS in a non-equilibrium geometry.

Atoms and positions in Å:
C1 2.5847 -1.1909 -0.7669
C2 0.2305 0.7003 -1.5387
C3 -0.2767 1.2308 0.7675
C4 -0.7202 -0.2910 -1.5161
C5 -1.2562 0.2598 0.8134
C6 0.4588 1.4731 -0.3843
C7 -1.4079 -0.5488 -0.3472
C8 2.0568 -0.3224 0.9857
C9 -2.8030 -2.2749 0.7390
C10 1.5937 2.5429 -0.2503
N1 2.6800 -1.7339 -1.7621
N2 2.7128 0.7429 0.7833
N3 2.7830 1.8383 0.2661
O1 -2.2854 -1.6625 -0.4219
S1 1.3241 -1.3995 1.9443
H1 0.8163 0.7098 -2.4348
H2 -0.0846 1.9829 1.6158
H3 -0.8319 -0.9212 -2.3825
H4 -1.9385 0.3074 1.6398
H5 -2.0131 -2.9409 1.3222
H6 -3.4019 -3.1243 0.3430
H7 -3.3299 -1.6842 1.3706
H8 1.6892 3.0164 -1.2570
H9 1.4195 3.2898 0.4710

Atoms 1-6, force components in eV/Å:
C -0.819 2.182 3.729
C 0.126 0.210 0.849
C -0.130 1.884 0.490
C 0.259 -0.178 0.321
C -0.092 -0.018 -1.311
C 0.668 1.309 0.022

Values from the calculation:
Strongest force on any atom: 5.61 eV/A
Charge: 0
HOMO-LUMO gap: 7.33 eV
Energy above the lowest of the compared OMol25 structures with the same formula, charge and spin: 4.407 eV

---

[4]
ORCA calculation (ωB97M-V/def2-TZVPD) on a molecular structure, C36H47BBr2HgN10OP.

Atoms and positions in Å:
Hg1 0.5252 -0.1568 -0.6732
C1 5.1690 -1.6344 -2.3765
C2 4.4314 -0.8921 -1.4430
N1 3.1556 -0.7974 -1.7962
N2 3.0415 -1.4924 -2.9461
C3 4.2318 -2.0042 -3.3144
B1 1.7130 -1.6782 -3.6876
N3 1.0173 -0.3150 -3.9446
C4 0.8461 0.2831 -5.1369
C5 0.1655 1.4677 -4.9422
C6 -0.0490 1.5165 -3.5610
N4 0.4674 0.4428 -2.9780
N5 0.7743 -2.6290 -2.9028
C7 0.1952 -3.7490 -3.3705
C8 -0.5475 -4.3150 -2.3538
C9 -0.3540 -3.4502 -1.2711
N6 0.4471 -2.4483 -1.6087
H1 6.2201 -1.8641 -2.3670
H2 4.7851 -0.4042 -0.5485
H3 4.3213 -2.5837 -4.2180
H4 1.9268 -2.1808 -4.7598
H5 1.2206 -0.1791 -6.0347
H6 -0.1331 2.1847 -5.6866
H7 -0.5627 2.2514 -2.9610
H8 0.3628 -4.0644 -4.3869
H9 -1.1318 -5.2179 -2.3880
H10 -0.7668 -3.4962 -0.2754
Br1 -5.2478 1.4610 3.3088
C10 -3.8903 0.4853 2.4240
C11 -2.6612 0.3056 3.0311
C12 -1.7061 -0.4068 2.3222
N7 -1.8901 -0.8861 1.0954
C13 -3.0716 -0.6746 0.5226
C14 -4.1207 -0.0176 1.1586
C15 -3.2253 -1.1168 -0.8910
C16 -4.3935 -1.7376 -1.3184
C17 -4.4730 -2.1072 -2.6488
Br2 -6.0253 -2.9720 -3.2912
C18 -3.4191 -1.8500 -3.5028
C19 -2.2998 -1.2263 -2.9691
N8 -2.1950 -0.8689 -1.6951
H11 -2.4398 0.7211 4.0040
H12 -0.7256 -0.5784 2.7541
H13 -5.0648 0.1378 0.6556
H14 -5.2023 -1.9408 -0.6307
H15 -3.4554 -2.1261 -4.5465
H16 -1.4457 -1.0095 -3.5996
C20 -3.7614 3.4704 0.3761
C21 -2.3858 2.8661 0.5403
O1 -1.9815 1.9802 -0.1976
N9 -1.6388 3.3680 1.5467
C22 -0.3048 2.8806 1.8188
C23 0.1276 3.2640 3.2098
C24 1.4237 3.7138 3.4467
C25 1.7907 4.0527 4.7366
C26 0.8530 3.9349 5.7512
C27 -0.4136 3.4845 5.4192
N10 -0.7783 3.1563 4.1806
H17 -3.7681 4.0746 -0.5312
H18 -4.0656 4.0881 1.2202
H19 -4.4799 2.6633 0.2448
H20 -2.0687 3.9751 2.2231
H21 0.4046 3.2899 1.0952
H22 -0.2753 1.7932 1.6931
H23 2.1234 3.8021 2.6255
H24 2.7914 4.4087 4.9463
H25 1.0924 4.1863 6.7751
H26 -1.1801 3.3843 6.1802
C28 1.1639 0.1759 5.3155
C29 2.1102 -0.7911 4.5992
C30 3.4521 -0.8262 5.3281
P1 2.1105 -0.3873 2.7733
C31 3.5650 0.7502 2.5062
C32 3.2988 1.5407 1.2213
C33 4.9754 0.1662 2.4540
C34 2.5382 -2.0111 1.9746
C35 1.2358 -2.8126 1.8694
C36 3.6143 -2.8907 2.6096
H27 1.1004 -0.0612 6.3809
H28 0.1561 0.1472 4.8983
H29 1.5249 1.2043 5.2281
H30 1.6646 -1.7917 4.6422
H31 3.9310 0.1559 5.3084
H32 4.1439 -1.5497 4.9016
H33 3.2983 -1.0892 6.3783
H34 3.5024 1.4477 3.3515
H35 3.2681 0.8814 0.3509
H36 4.0814 2.2855 1.0511
H37 2.3328 2.0426 1.2539
H38 5.0710 -0.5373 1.6261
H39 5.2585 -0.3486 3.3686
H40 5.6996 0.9680 2.2839
H41 2.8454 -1.7405 0.9565
H42 0.8797 -3.1020 2.8638
H43 1.4030 -3.7299 1.3008
H44 0.4427 -2.2455 1.3790
H45 3.3012 -3.2273 3.6012
H46 4.5785 -2.3979 2.7063
H47 3.7579 -3.7852 1.9979

Atoms 1-6, force components in eV/Å:
Hg -0.056 -0.095 0.066
C -0.025 -0.089 0.047
C 0.036 0.130 -0.066
N -0.007 -0.127 0.072
N 0.003 0.062 -0.016
C 0.017 0.038 -0.020

Values from the calculation:
Strongest force on any atom: 0.25 eV/A
Charge: 0
<S²>: 0.75
HOMO-LUMO gap (alpha / beta): 7.02 / 7.57 eV
Energy above the lowest of the compared OMol25 structures with the same formula, charge and spin: 0.167 eV
2S+1: 2

---

[5]
ORCA calculation (ωB97M-V/def2-TZVPD) on a molecular structure, C23H47FINO17S in a non-equilibrium geometry.

Atoms and positions in Å:
C1 -2.5409 -3.4539 -4.0818
C2 -3.1904 -3.6664 -2.7094
C3 -2.3348 -4.6587 -1.9189
N1 -2.5346 -4.5951 -0.4508
I1 -1.9317 -6.3078 0.5127
S1 -1.8676 -3.2632 0.2566
O1 -1.9062 -3.4049 1.6723
O2 -0.6486 -2.8640 -0.3561
F1 -2.9531 -2.2091 -0.1103
H1 -2.4124 -4.4180 -4.5770
H2 -3.1261 -2.7881 -4.7094
H3 -1.5375 -3.0394 -3.9781
H4 -4.1693 -4.1095 -2.8786
H5 -3.2736 -2.7001 -2.2254
H6 -2.6479 -5.6590 -2.2118
H7 -1.2821 -4.5775 -2.1971
C4 -4.1617 0.9216 1.0791
C5 -4.9893 0.3457 -0.0498
O3 -6.3632 0.7580 0.0343
C6 -6.6128 1.9934 -0.3884
O4 -5.8077 2.7660 -0.8427
O5 -7.9119 2.2359 -0.2232
C7 -8.3151 3.5609 -0.5785
H8 -4.6116 0.6765 2.0416
H9 -3.1494 0.5187 1.0502
H10 -4.1040 2.0070 1.0066
H11 -5.0101 -0.7393 0.0171
H12 -4.5797 0.6124 -1.0242
H13 -7.9936 3.8092 -1.5874
H14 -7.9089 4.2810 0.1300
H15 -9.3996 3.5736 -0.5276
C8 -3.8217 4.8109 -2.2177
C9 -2.7094 3.8888 -2.6589
O6 -2.5952 3.8261 -4.0925
C10 -1.9795 4.8542 -4.6627
O7 -1.5002 5.8034 -4.0940
O8 -1.9791 4.6627 -5.9813
C11 -1.3991 5.7314 -6.7335
H16 -4.7604 4.5252 -2.6903
H17 -3.9470 4.7572 -1.1378
H18 -3.6097 5.8444 -2.4940
H19 -2.9230 2.8690 -2.3447
H20 -1.7513 4.1765 -2.2261
H21 -0.4016 5.9680 -6.3707
H22 -2.0333 6.6150 -6.6830
H23 -1.3406 5.3844 -7.7607
C12 5.4103 -8.2766 2.6207
C13 4.4880 -8.5350 1.4490
O9 3.1868 -7.9631 1.6580
C14 3.0956 -6.6525 1.4498
O10 3.9899 -5.9279 1.0847
O11 1.8528 -6.2721 1.7162
C15 1.6204 -4.8592 1.6120
H24 4.9507 -8.6193 3.5484
H25 6.3549 -8.8014 2.4800
H26 5.6198 -7.2133 2.7274
H27 4.3133 -9.6029 1.3340
H28 4.9095 -8.1628 0.5157
H29 1.9428 -4.4783 0.6459
H30 2.1335 -4.3318 2.4151
H31 0.5507 -4.7121 1.7154
C16 5.2407 0.0513 6.2117
C17 4.9092 -1.3267 6.7427
O12 4.3925 -2.1837 5.7148
C18 5.3059 -2.7038 4.8932
O13 6.4961 -2.5388 4.9631
O14 4.6718 -3.4457 3.9893
C19 5.5172 -4.0311 2.9873
H32 4.3741 0.4827 5.7093
H33 5.5389 0.7092 7.0280
H34 6.0553 0.0048 5.4903
H35 4.1172 -1.2653 7.4868
H36 5.7745 -1.7931 7.2129
H37 6.3371 -4.5809 3.4465
H38 5.9141 -3.2546 2.3345
H39 4.8869 -4.7065 2.4088
C20 0.0058 7.2768 -1.2901
C21 0.7082 6.0651 -1.8599
O15 2.1395 6.2269 -1.8521
C22 2.7303 6.0380 -0.6775
O16 2.1923 5.7222 0.3521
O17 4.0402 6.2473 -0.8337
C23 4.8009 6.1340 0.3700
H40 0.3218 8.1788 -1.8155
H41 -1.0733 7.1663 -1.3955
H42 0.2418 7.4069 -0.2341
H43 0.4335 5.9335 -2.8997
H44 0.4369 5.1558 -1.3225
H45 4.6090 5.1850 0.8655
H46 4.5681 6.9582 1.0427
H47 5.8454 6.1883 0.0775

Atoms 1-6, force components in eV/Å:
C 0.241 -0.282 0.229
C 0.508 -0.057 -0.635
C -0.302 -0.241 -0.279
N 0.091 0.360 -0.079
I -0.036 -0.100 -0.034
S 0.788 -0.586 1.209

Values from the calculation:
Strongest force on any atom: 1.56 eV/A
Charge: 0
HOMO-LUMO gap: 8.97 eV

---

[6]
ORCA calculation (ωB97M-V/def2-TZVPD) on C7H5Cl2F2OP in the gas phase in a non-equilibrium geometry.

Atoms and positions in Å:
O1 3.8683 -1.5379 -0.4870
P1 2.6527 -0.7107 -0.6310
Cl1 2.6223 0.8979 0.4310
Cl2 2.4912 -0.0468 -2.5087
C1 0.8863 -1.5191 -0.2581
F1 1.0634 -2.5267 0.6524
F2 0.5734 -2.0935 -1.3848
C2 -0.1428 -0.4321 0.1300
C3 -0.4046 -0.0262 1.4304
C4 -1.4262 0.9410 1.6374
C5 -2.1378 1.5379 0.5445
C6 -1.7762 1.1497 -0.7023
C7 -0.7254 0.1643 -0.9367
H1 0.2516 -0.3958 2.2074
H2 -1.9133 1.0603 2.5917
H3 -3.0326 2.0664 0.7351
H4 -2.4145 1.4737 -1.5066
H5 -0.4357 -0.0024 -1.9448

Atoms 1-6, force components in eV/Å:
O -1.187 0.430 0.166
P 0.731 -2.429 -0.288
Cl 0.173 1.602 1.103
Cl -0.315 0.146 -0.360
C 1.410 1.495 1.629
F -0.144 0.913 0.028

Values from the calculation:
Strongest force on any atom: 3.85 eV/A
Charge: 0
HOMO-LUMO gap: 10.04 eV
SMILES: O=P(Cl)(Cl)C(F)(F)c1ccccc1

---

no.,calculated total energy (Ha)
1,-344.29283
2,-2064.71661
3,-1023.92156
4,-7690.55643
5,-3034.18678
6,-1806.50831